The following is a DFT calculation (the ωB97M-V functional and the def2-TZVPD basis) of a single C3H7N3S molecule in a non-equilibrium geometry.

Geometry as ORCA input:
```
! RIJCOSX wB97M-V def2-TZVPD def2/J DEFGRID3
* xyz 0 1
C 1.20660 -0.04774 0.69104
C 2.16318 -0.21399 -0.59244
C -2.45360 0.00518 -0.30960
N 0.63636 1.20673 0.73397
N -0.56697 1.36200 0.57683
N -1.31623 0.09623 0.53527
S -0.18640 -1.29057 0.41258
H 1.60223 -0.33320 1.72956
H 2.31364 -1.27130 -0.60775
H 3.03880 0.28756 -0.51157
H 1.62347 0.18681 -1.48523
H -2.00426 0.10510 -1.31056
H -3.00275 -0.93063 0.15226
H -3.05409 0.83781 -0.01436
*
```

Results
Lowest unoccupied orbital energy, Eh: 0.0269
Electronic energy, eV: -18526.726
Energy relative to the best compared isomer or geometry (same formula, charge and spin), kJ/mol: 361.3
SMILES: C[C@H]1N=NN(C)S1
Highest occupied orbital energy, eV: -8.10
Max |F|, eV Å⁻¹: 3.93
Gap between HOMO and LUMO, Ha: 0.324